# 1
Molecular formula: C8H28AlB3O4S2
Method: DFT, wB97M-V/def2-TZVPD

The spin multiplicity is 1. Its HOMO-LUMO gap is 4.74 eV. Its net charge is 0. The value obtained for the total energy is -1735.46030 hartree.

Cartesian coordinates (Å):
S -1.965 20.168 10.701
S 5.146 18.879 9.387
Al 2.248 20.737 11.512
O 4.521 19.215 10.677
O -2.888 19.234 11.313
O 5.339 19.887 8.370
O -0.572 20.168 11.076
C -2.689 21.837 10.730
C -3.084 21.136 8.356
C 4.425 17.356 8.678
C -2.156 20.036 8.867
C 6.484 16.465 9.650
C -2.760 22.343 9.292
C 6.675 17.969 9.707
C 4.979 16.222 9.496
B 0.948 19.997 13.967
B 0.695 23.254 11.160
B 1.574 19.597 8.894
H 0.300 22.344 11.729
H 0.280 19.741 14.855
H 0.527 19.439 13.060
H 1.033 21.121 13.786
H 4.754 15.268 9.016
H 2.653 19.963 9.025
H 1.327 19.156 7.875
H 4.456 16.152 10.452
H 4.636 17.422 7.611
H -4.087 20.771 8.597
H 0.228 24.238 11.482
H -1.176 20.225 8.423
H 6.903 15.904 10.481
H 1.833 23.236 11.408
H 0.504 23.045 10.061
H -2.398 18.997 8.648
H 3.361 17.593 8.758
H 1.993 19.655 14.285
H -3.653 21.700 11.216
H 7.366 18.300 8.929
H -1.988 22.467 11.277
H 7.226 18.388 10.551
H 0.874 20.468 9.123
H -3.105 21.435 7.311
H -3.486 23.144 9.169
H -1.778 22.670 8.946
H 1.378 18.831 9.722
H 6.884 16.170 8.680

***

# 2
Molecular formula: C8H28B2KO4
Method: DFT, wB97M-V/def2-TZVPD

The spin multiplicity is 1. Its HOMO-LUMO gap is 5.93 eV. Its net charge is -1. The value obtained for the total energy is -1272.04517 hartree.

Cartesian coordinates (Å):
K -0.028 0.568 -0.753
O -1.325 -1.713 0.663
O 1.932 -1.366 -0.888
O 1.664 -0.159 1.655
O -2.463 0.881 0.912
C -2.714 -1.606 0.952
C 2.331 -1.405 1.507
C 2.916 -1.580 0.112
C -0.881 -2.972 0.200
C -3.066 -0.229 1.549
C -2.928 2.157 1.281
C 0.763 -0.155 2.738
C 2.510 -1.554 -2.162
B 1.738 1.658 -3.389
B -0.847 3.932 -1.321
H -0.244 4.928 -1.315
H 1.798 -1.415 -2.975
H 2.364 1.365 -2.440
H 1.268 -0.240 3.709
H -0.309 2.991 -0.919
H -1.677 4.211 -0.534
H 2.344 1.203 -4.284
H -2.653 -0.190 2.564
H 3.303 -0.826 -2.349
H 0.193 0.765 2.660
H 1.557 -2.166 1.674
H 0.106 -1.032 2.727
H 0.643 1.298 -3.306
H 3.612 -0.736 0.010
H -3.010 -2.339 1.705
H 2.934 -2.554 -2.331
H -1.459 3.711 -2.288
H -3.192 -1.686 -0.029
H 0.202 -2.933 0.157
H -2.067 2.798 1.469
H -1.254 -3.757 0.867
H -4.157 -0.168 1.530
H 3.122 -1.485 2.260
H 3.428 -2.538 0.022
H -3.556 2.635 0.527
H -3.513 2.094 2.212
H -1.249 -3.191 -0.809
H 1.863 2.801 -3.570

***

# 3
Molecular formula: C8H28BClMnO10P2
Method: DFT, wB97M-V/def2-TZVPD

The spin multiplicity is 6. Its HOMO-LUMO gap (spin up / spin down) is 7.87 / 8.17 eV. Its net charge is 0. The value obtained for the total energy is -3392.93740 hartree.

Cartesian coordinates (Å):
Mn 1.167 0.458 0.064
Cl 1.755 -0.426 2.344
P -0.328 -2.815 -0.669
P -1.547 2.040 1.560
O -2.165 3.437 1.051
O -0.682 1.364 0.582
O -2.858 1.247 1.983
O -0.750 2.410 2.860
O -0.022 -1.390 -0.411
O 0.713 0.494 -2.315
O -0.662 -3.663 0.623
O -1.612 -3.029 -1.575
O 3.075 -0.420 -0.913
O 0.868 -3.544 -1.436
C -1.983 -3.677 1.203
C -1.178 3.500 3.682
C -1.364 4.225 0.192
C 3.101 0.256 -2.190
C -1.694 -2.837 -2.977
C 1.838 -0.061 -2.965
C 2.067 -3.850 -0.689
C -2.740 -0.084 2.484
B 2.040 2.757 0.136
H 3.264 1.315 -1.965
H -2.133 -4.744 1.360
H 1.708 3.245 1.134
H -2.013 -0.653 1.897
H -0.531 4.689 0.739
H 1.127 2.479 -0.497
H -2.608 -3.310 -3.328
H 3.980 -0.041 -2.772
H -0.040 0.656 -2.887
H 1.791 -4.310 0.262
H -2.261 3.479 3.816
H 2.834 3.363 -0.452
H 1.644 -1.135 -3.089
H -0.727 3.612 -0.460
H 2.600 -4.590 -1.278
H -1.980 -3.119 2.137
H 2.532 1.771 0.461
H -2.307 -0.027 3.486
H -1.812 4.981 -0.446
H -3.694 -0.600 2.499
H 3.977 -0.356 -0.576
H -0.830 -3.201 -3.530
H 2.074 0.190 -4.008
H -2.818 -3.290 0.620
H -0.871 4.431 3.213
H -0.777 3.495 4.694
H 2.637 -2.951 -0.465
H -1.805 -1.769 -3.185